DFT (wB97M-V/def2-TZVPD) results for C10H22CuIO8 as an isolated structure at a distorted geometry.

The geometry in XYZ format:
```
42
Properties=species:S:1:pos:R:3
C 8.9546 -22.0002 -16.4606
H 9.5036 -21.0938 -16.2054
O 8.0980 -12.4877 -17.9267
H 1.0418 -6.4307 -15.5929
C 2.2273 -16.1246 -12.1988
H 9.3924 -11.3089 -18.9168
H 7.9032 -10.5903 -20.8572
H 8.7349 -12.6195 -19.8921
H 6.3757 -18.3210 -18.3139
C 8.4895 -11.8818 -19.1281
H 2.4528 -16.2613 -11.1412
O 6.4569 -20.4118 -18.2887
H 1.2627 -7.0224 -17.1363
O 3.3900 -8.0683 -15.6351
H 6.3861 -7.5686 -15.6109
H 4.9603 -19.1172 -17.5810
H 7.2804 -9.9878 -19.2658
H 0.2253 -15.9382 -11.5167
H 5.4459 -7.6721 -14.1410
O 3.3118 -15.7113 -12.9786
H 8.6100 -22.5943 -15.6142
H 5.1685 -19.1586 -19.3350
H 9.4471 -22.7373 -17.0949
C 7.3062 -20.4899 -17.2563
O 7.8220 -21.7282 -17.2658
C 5.8917 -6.9702 -14.8457
H 0.8099 -14.4388 -12.0021
H 0.9755 -5.3684 -17.0169
H 6.5982 -11.4474 -19.9562
I 0.1819 -12.4398 -20.1288
H 2.0705 -17.1747 -12.4456
Cu 3.6118 -12.9228 -16.6265
C 3.6677 -6.8300 -15.7898
C 5.6975 -19.1716 -18.3820
C 7.5132 -10.8605 -19.8759
C 1.5379 -6.1625 -16.5257
O 4.8775 -6.2149 -15.5211
H 0.4420 -15.6294 -13.2224
O 7.6590 -19.6606 -16.4343
C 0.9058 -15.4970 -12.2450
O 2.9031 -5.8701 -16.3252
H 6.5997 -6.3368 -14.3112
```

Calculated values
- Maximum force: 5.60 eV/A
- HOMO energy: -1.480 eV
- Molecular weight: 460.7 g mol⁻¹
- LUMO energy: 1.9495 eV
- Total charge: -2
- Relative energy (zero: lowest compared OMol25 entry of this formula, charge and spin): 5.4214 eV
- Gap between HOMO and LUMO: 3.4 eV

These are the natural (NBO) partial charges, in e, on atoms 1 to 6: -0.259, 0.218, -0.899, 0.187, -0.063, 0.088